Here is a structure of composition C14H23AuN4O from the Open Molecules 2025 dataset. Energies are from the ωB97M-V functional and the def2-TZVPD basis.

Computed properties:
LUMO energy (spin up / spin down) in eV: -6.236 / -6.237
E_tot in Eh: -976.5438
Net charge: +2
Energy above the lowest of the compared OMol25 structures with the same formula, charge and spin in kJ/mol: 130.9
Orbital gap (spin up / spin down) in eV: 7.49 / 7.49

Structure (XYZ):
```
43
Properties=species:S:1:pos:R:3:nbo_charge:R:1
Au 0.09 0.08 0.06 1.3043
C 4.84 -0.73 -0.04 -0.7440
C 3.43 -0.37 -0.02 0.4981
N 2.32 -0.08 -0.01 -0.5478
H 4.98 -1.60 -0.69 0.2930
H 5.17 -0.98 0.97 0.2925
H 5.43 0.10 -0.43 0.2884
O -1.76 0.12 0.22 -0.9402
C 0.14 4.31 1.30 -0.2482
C 0.20 2.77 1.31 -0.2652
N -0.04 2.23 -0.06 -0.4319
C 0.99 2.76 -0.99 -0.2576
C 0.93 4.31 -1.03 -0.2476
N -0.15 4.76 -0.10 -0.3283
C -1.47 4.20 -0.55 -0.2506
C -1.39 2.66 -0.53 -0.2739
H 1.08 4.76 1.60 0.2443
H -0.65 4.69 1.94 0.2521
H -0.57 2.35 1.96 0.2642
H 1.17 2.42 1.65 0.2365
H 0.80 2.35 -1.98 0.2480
H 1.97 2.42 -0.66 0.2375
H 0.70 4.69 -2.02 0.2504
H 1.86 4.76 -0.69 0.2444
H -0.20 5.78 -0.12 0.4587
H -1.67 4.59 -1.54 0.2465
H -2.23 4.58 0.13 0.2477
H -1.55 2.24 -1.52 0.2510
H -2.12 2.20 0.12 0.3027
N -0.03 -1.99 0.16 -0.7811
C -1.33 -2.63 -0.03 0.1996
C -2.28 -2.55 0.97 -0.2243
C -3.47 -3.23 0.80 -0.1832
C -3.71 -3.95 -0.37 -0.1779
C -2.75 -4.00 -1.36 -0.1833
C -1.54 -3.34 -1.20 -0.2668
H 0.61 -2.33 -0.55 0.4159
H 0.36 -2.27 1.06 0.4229
H -2.10 -1.96 1.86 0.2304
H -4.23 -3.18 1.57 0.2351
H -4.65 -4.47 -0.49 0.2372
H -2.93 -4.57 -2.27 0.2367
H -0.78 -3.40 -1.97 0.2139
```